Entry 1:
# C45H51N7O6

One molecule with the formula C45H51N7O6 (wB97M-V/def2-TZVPD, the OMol25 dataset).

```
! RIJCOSX wB97M-V def2-TZVPD def2/J DEFGRID3
* xyz 0 1
N 4.84 2.91 5.86
C 4.12 2.56 4.98
C 3.24 2.19 3.91
C 2.16 2.94 3.46
C 1.18 2.39 2.57
N -0.08 2.81 3.01
O -0.09 3.96 3.57
O -1.14 2.17 2.94
C 1.39 1.19 1.56
C 2.52 0.40 2.31
N 3.20 -0.72 1.85
O 3.14 -1.40 0.84
O 4.22 -0.97 2.81
N 4.34 0.07 3.74
C 3.36 0.91 3.33
H 1.95 3.90 3.96
H 1.92 1.18 0.57
C -3.27 -1.97 1.20
C -2.80 -1.19 2.42
C -3.34 0.24 2.34
C -3.41 -1.83 3.67
C -1.27 -1.19 2.61
C -0.75 -0.60 3.77
C 0.51 -0.97 4.22
C 1.22 -1.99 3.59
C 0.75 -2.58 2.41
C 1.23 -3.99 1.96
C 1.91 -4.06 0.60
C 0.03 -4.93 1.99
C 2.27 -4.52 2.95
C -0.31 -1.85 1.78
N -0.23 -1.50 0.40
C 0.03 -0.25 -0.09
C 0.22 0.95 0.86
C -0.22 2.22 0.07
C -1.55 2.34 -0.33
C -1.99 3.39 -1.14
C -1.01 4.28 -1.65
N -1.22 4.92 -2.92
O -0.25 5.55 -3.40
O -2.33 4.78 -3.50
C 0.27 4.31 -1.09
C 0.69 3.24 -0.30
N -0.18 -0.33 -1.47
C -0.14 0.61 -2.59
C 1.09 1.20 -2.97
C 2.49 0.55 -2.75
C 3.61 1.39 -3.37
C 2.53 -0.84 -3.39
C 2.79 0.47 -1.28
C 1.05 2.39 -3.71
C -0.03 2.65 -4.54
C -1.08 1.74 -4.52
C -1.25 0.83 -3.47
C -2.68 0.20 -3.50
C -3.71 1.27 -3.91
C -3.16 -0.32 -2.16
C -2.73 -0.93 -4.54
C -0.38 -1.70 -1.79
C -0.51 -2.39 -0.64
H -2.91 -3.01 1.21
H -4.37 -2.00 1.19
H -2.96 -1.49 0.26
H -3.08 0.82 3.23
H -2.93 0.77 1.48
H -4.43 0.22 2.25
H -3.15 -1.25 4.56
H -4.51 -1.86 3.59
H -3.03 -2.85 3.81
H -1.36 0.09 4.35
H 0.93 -0.50 5.12
H 2.12 -2.39 4.07
H 2.79 -3.41 0.58
H 2.25 -5.09 0.42
H 1.25 -3.77 -0.23
H -0.38 -4.97 3.01
H -0.77 -4.61 1.31
H 0.33 -5.94 1.69
H 1.85 -4.58 3.96
H 2.58 -5.53 2.65
H 3.16 -3.89 2.95
H -0.49 0.63 1.61
H -2.31 1.61 -0.02
H -3.04 3.57 -1.41
H 0.93 5.13 -1.33
H 1.72 3.19 0.01
H 3.67 2.37 -2.89
H 4.56 0.88 -3.21
H 3.47 1.52 -4.45
H 1.81 -1.53 -2.94
H 2.33 -0.77 -4.46
H 3.54 -1.27 -3.25
H 2.06 -0.19 -0.79
H 3.77 0.02 -1.09
H 2.78 1.48 -0.85
H 1.87 3.11 -3.68
H -0.03 3.49 -5.23
H -1.83 1.84 -5.32
H -3.70 1.49 -4.98
H -4.73 0.93 -3.68
H -3.54 2.21 -3.37
H -2.66 -1.26 -1.89
H -3.00 0.44 -1.39
H -4.24 -0.54 -2.22
H -2.03 -1.74 -4.28
H -3.74 -1.36 -4.59
H -2.45 -0.57 -5.54
H -0.47 -2.04 -2.83
H -0.75 -3.44 -0.48
*
```

Summary:
* energy: -70191.983 eV
* relative energy (zero: lowest compared OMol25 entry of this formula, charge and spin): 308.7 kJ/mol
* Kohn-Sham gap: 5.694 eV

These are the Löwdin partial charges, in e, on atoms 1 to 8:
1 N 0.13
2 C -0.18
3 C -0.20
4 C 0.06
5 C -0.10
6 N -0.34
7 O -0.04
8 O -0.01

=====

Entry 2:
# C45H53As2BF4N7O5PTm

C45H53As2BF4N7O5PTm as an isolated structure (wB97M-V/def2-TZVPD, the OMol25 dataset).

```
! RIJCOSX wB97M-V def2-TZVPD def2/J DEFGRID3
* xyz 1 3
Tm 2.18 1.11 -0.21
O -1.40 4.37 4.15
C -0.65 3.64 3.24
O -1.07 3.45 2.10
C 0.55 2.97 3.69
C 1.62 3.26 4.57
N 2.62 2.39 4.21
N 2.23 1.58 3.23
C 0.96 1.83 2.89
C 0.12 0.89 2.07
O -1.02 0.60 2.45
O 0.62 0.48 0.97
H -0.91 4.44 4.96
H 1.80 4.11 5.24
H 3.60 2.40 4.48
C -1.98 -4.61 -1.43
C -2.39 -3.15 -1.58
As -1.03 -1.90 -2.50
C -1.84 -2.09 -4.23
C -2.36 -3.31 -4.65
C -2.48 -3.56 -6.03
C -2.48 -2.47 -6.95
C -2.11 -1.26 -6.48
C -1.62 -1.04 -5.16
C -2.01 -0.20 -2.23
C -3.39 -0.01 -2.34
C -4.01 1.15 -1.97
C -3.28 2.29 -1.73
C -1.86 2.19 -1.84
C -1.24 0.96 -2.01
As -0.51 -5.17 -0.18
C -0.36 -7.08 -0.71
C -1.39 -8.01 -0.47
C -1.14 -9.36 -0.66
C 0.15 -9.86 -0.96
C 1.10 -8.91 -1.27
C 0.88 -7.52 -1.12
C -1.56 -5.31 1.45
C -1.17 -6.29 2.35
C -1.49 -6.18 3.68
C -2.42 -5.17 4.06
C -2.93 -4.30 3.11
C -2.50 -4.33 1.84
H -1.57 -5.13 -2.30
H -2.83 -5.19 -1.18
H -2.37 -2.59 -0.66
H -3.44 -2.99 -1.91
H -2.58 -4.11 -3.92
H -2.57 -4.55 -6.34
H -2.62 -2.61 -8.03
H -2.08 -0.45 -7.19
H -1.18 -0.05 -4.91
H -4.02 -0.85 -2.65
H -5.08 1.15 -2.03
H -3.71 3.27 -1.59
H -1.32 3.13 -1.81
H 0.45 0.17 -2.49
H -2.32 -7.69 0.02
H -1.92 -10.07 -0.49
H 0.34 -10.91 -0.88
H 2.11 -9.21 -1.54
H 1.56 -6.78 -1.46
H -0.46 -7.08 2.07
H -0.98 -6.71 4.50
H -2.73 -5.17 5.11
H -3.50 -3.45 3.44
H -2.97 -3.65 1.10
F 3.67 0.88 -1.63
B 3.40 -0.48 -2.21
F 2.36 -0.46 -3.19
F 2.70 -1.05 -1.01
F 4.55 -1.02 -2.63
C -5.92 3.75 0.58
P -4.11 3.42 0.85
C -3.64 5.07 1.44
C -4.25 2.54 2.42
O 0.15 0.84 -1.84
H -6.45 2.89 0.87
H -6.14 3.96 -0.51
H -6.25 4.52 1.28
H -2.68 4.92 2.00
H -4.36 5.72 1.89
H -3.37 5.71 0.55
H -4.78 1.61 2.30
H -4.77 3.12 3.16
H -3.27 2.16 2.68
C 3.54 8.06 0.80
C 2.14 7.79 0.25
C 1.10 7.79 1.39
C 1.94 6.70 -0.81
N 2.25 5.30 -0.38
C 3.25 4.65 0.32
N 2.98 3.31 0.22
N 1.84 3.21 -0.43
N 1.43 4.35 -0.97
H 3.65 9.14 0.91
H 4.30 7.69 0.10
H 3.64 7.57 1.82
H 1.73 8.75 -0.22
H 1.25 6.84 2.00
H 0.04 7.87 1.06
H 1.24 8.68 2.05
H 2.55 6.81 -1.71
H 0.86 6.70 -0.96
H 3.84 5.16 1.09
N 4.17 0.52 1.12
C 5.18 -0.51 1.00
C 4.78 -1.84 1.13
C 5.76 -2.84 0.96
C 7.10 -2.54 0.71
C 7.49 -1.17 0.65
C 6.52 -0.15 0.82
H 3.60 0.49 2.03
H 4.63 1.43 1.19
H 3.79 -2.19 1.41
H 5.45 -3.91 0.85
H 7.91 -3.25 0.77
H 8.49 -0.87 0.32
H 6.72 0.88 0.66
*
```

Summary:
* energy: -240233.641 eV
* relative energy (zero: lowest compared OMol25 entry of this formula, charge and spin): 687.0 kJ/mol
* Kohn-Sham gap (spin up / spin down): 5.298 / 5.296 eV

These are the Löwdin partial charges, in e, on atoms 1 to 8:
1 Tm 1.52
2 O 0.13
3 C -0.42
4 O 0.07
5 C -0.06
6 C 0.03
7 N 0.01
8 N 0.06

=====

Entry 3:
# C45H53Cl3InN6O5S2Si

C45H53Cl3InN6O5S2Si as an isolated structure (wB97M-V/def2-TZVPD, the OMol25 dataset).

```
! RIJCOSX wB97M-V def2-TZVPD def2/J DEFGRID3
* xyz -1 1
In -0.57 1.32 -0.26
C 1.73 -0.76 -7.19
C 1.35 -1.58 -5.95
C -0.08 -2.12 -6.11
C 2.33 -2.75 -5.82
C 1.34 -0.69 -4.72
C 0.85 0.61 -4.80
C 0.80 1.39 -3.66
N 1.21 0.97 -2.47
C 1.69 -0.26 -2.37
C 1.76 -1.12 -3.47
C 2.21 -0.62 -1.04
C 3.13 -1.65 -0.86
C 3.66 -1.90 0.40
C 3.20 -1.10 1.44
C 2.34 -0.04 1.17
N 1.86 0.18 -0.04
C 4.74 -2.92 0.68
C 5.15 -3.72 -0.57
C 4.26 -3.91 1.75
C 5.98 -2.16 1.19
H 1.90 -1.41 -8.04
H 2.64 -0.19 -7.01
H 0.94 -0.07 -7.47
H -0.16 -2.72 -7.02
H -0.79 -1.30 -6.17
H -0.35 -2.74 -5.26
H 2.35 -3.32 -6.75
H 2.03 -3.43 -5.03
H 3.34 -2.38 -5.62
H 0.50 1.03 -5.73
H 0.44 2.41 -3.70
H 2.12 -2.13 -3.33
H 3.45 -2.23 -1.72
H 3.53 -1.25 2.45
H 1.13 0.53 2.80
H 4.30 -4.27 -0.97
H 5.92 -4.44 -0.30
H 5.55 -3.07 -1.34
H 3.42 -4.48 1.39
H 3.96 -3.39 2.66
H 5.07 -4.60 2.01
H 6.28 -1.41 0.46
H 6.81 -2.84 1.34
H 5.77 -1.67 2.13
Cl -0.45 6.83 0.42
Si -0.49 4.93 1.12
Cl -0.10 4.97 3.13
Cl 1.17 3.94 0.33
O -2.06 2.94 0.38
N -1.79 4.23 0.35
C 4.32 1.75 2.29
C 3.08 1.44 3.14
C 2.65 2.75 3.81
C 1.94 0.96 2.22
C 3.34 0.43 4.25
C 4.60 -0.06 4.55
C 4.79 -0.95 5.59
C 3.71 -1.37 6.36
C 2.45 -0.88 6.07
C 2.27 0.01 5.03
H 4.03 2.43 1.49
H 4.75 0.86 1.84
H 5.08 2.25 2.89
H 2.65 3.55 3.08
H 3.33 3.02 4.62
H 1.65 2.68 4.23
H 1.53 1.82 1.69
H 5.46 0.25 3.98
H 5.78 -1.32 5.81
H 3.86 -2.06 7.18
H 1.60 -1.20 6.66
H 1.27 0.38 4.84
S -5.09 -1.12 4.53
C -3.64 -0.41 3.76
C -3.53 0.95 3.53
C -2.34 1.42 3.00
N -1.31 0.64 2.69
C -1.44 -0.66 2.90
C -2.57 -1.24 3.45
C -6.34 -0.73 3.29
C -7.00 0.49 3.27
C -8.02 0.65 2.34
N -8.39 -0.30 1.50
C -7.74 -1.44 1.51
C -6.70 -1.72 2.38
H -4.34 1.63 3.76
H -2.20 2.48 2.83
H -0.59 -1.27 2.62
H -2.63 -2.30 3.62
H -6.75 1.27 3.97
H -8.57 1.58 2.28
H -8.06 -2.17 0.78
H -6.19 -2.67 2.38
C -2.73 -0.88 -0.43
O -1.35 -0.68 -0.48
H -2.94 -1.88 -0.82
H -3.28 -0.16 -1.05
H -3.12 -0.82 0.59
N -1.84 3.96 -2.59
C -2.94 3.13 -2.78
C -2.77 1.80 -3.17
C -3.87 1.01 -3.46
C -5.14 1.54 -3.35
C -5.33 2.85 -2.96
C -4.24 3.65 -2.68
S -6.59 0.53 -3.72
O -6.07 -0.80 -4.03
O -7.20 1.21 -4.86
O -7.38 0.59 -2.49
H -2.02 4.71 -1.93
H -1.00 3.46 -2.34
H -1.77 1.38 -3.23
H -3.77 -0.02 -3.77
H -6.34 3.22 -2.88
H -4.36 4.67 -2.36
*
```

Summary:
* energy: -138997.701 eV
* relative energy (zero: lowest compared OMol25 entry of this formula, charge and spin): 124.5 kJ/mol
* Kohn-Sham gap (spin up / spin down): 5.391 / 5.911 eV

These are the Löwdin partial charges, in e, on atoms 1 to 8:
1 In 0.97
2 C -0.05
3 C -0.55
4 C -0.03
5 C -0.06
6 C -0.15
7 C 0.01
8 C -0.13

=====

Entry 4:
# C45H54BI2N10Rb

C45H54BI2N10Rb as an isolated structure (wB97M-V/def2-TZVPD, the OMol25 dataset).

```
! RIJCOSX wB97M-V def2-TZVPD def2/J DEFGRID3
* xyz -2 1
Rb 0.88 0.47 0.67
C 0.44 -1.87 -5.93
C 1.52 -1.13 -5.13
C 0.95 -0.29 -4.02
C 0.69 1.04 -4.03
C 0.88 2.02 -5.15
C -0.41 2.31 -5.91
C 0.11 1.35 -2.72
N 0.04 0.23 -1.97
C 0.53 -0.78 -2.71
C 0.56 -2.12 -2.30
C 0.07 -2.67 -1.11
C -0.05 -4.10 -0.84
C 0.34 -5.20 -1.78
C -0.71 -5.46 -2.86
C -0.64 -4.21 0.38
C -0.86 -2.84 0.85
C -1.47 -2.50 2.07
C -1.82 -1.23 2.52
N -1.61 -0.08 1.83
C -2.14 0.92 2.55
C -2.17 2.27 2.14
C -1.75 2.80 0.91
N -1.20 2.09 -0.09
C -0.93 2.96 -1.09
C -0.32 2.62 -2.30
C -1.35 4.32 -0.71
C -1.87 4.22 0.54
C -2.50 5.23 1.47
C -2.55 6.68 1.02
C -1.24 5.49 -1.66
C -2.40 5.55 -2.65
C -2.70 0.41 3.80
C -2.50 -0.93 3.79
C -2.91 -1.95 4.80
C -4.21 -2.67 4.43
C -3.38 1.23 4.85
C -4.85 1.52 4.51
N -0.40 -1.96 -0.06
C -1.06 -5.45 1.10
C -2.56 -5.75 0.94
H 0.88 -2.50 -6.71
H -0.23 -1.15 -6.40
H -0.16 -2.50 -5.27
H 2.11 -0.51 -5.80
H 2.21 -1.87 -4.70
H 1.63 1.63 -5.85
H 1.28 2.96 -4.75
H -0.80 1.39 -6.36
H -0.26 3.05 -6.71
H -1.18 2.69 -5.23
H 0.97 -2.83 -3.02
H 0.52 -6.12 -1.22
H 1.29 -4.95 -2.27
H -1.66 -5.76 -2.41
H -0.40 -6.25 -3.55
H -0.90 -4.55 -3.43
H -1.72 -3.33 2.73
H -2.60 2.97 2.85
H -0.16 3.43 -3.01
H -1.98 5.17 2.43
H -3.52 4.89 1.67
H -1.55 7.10 0.91
H -3.08 7.28 1.77
H -3.07 6.80 0.07
H -0.30 5.40 -2.22
H -1.17 6.43 -1.11
H -2.47 4.61 -3.21
H -2.29 6.37 -3.36
H -3.35 5.68 -2.12
H -3.03 -1.47 5.78
H -2.12 -2.69 4.93
H -5.04 -1.96 4.35
H -4.48 -3.42 5.18
H -4.11 -3.17 3.47
H -2.86 2.18 4.98
H -3.33 0.72 5.81
H -4.92 2.03 3.55
H -5.33 2.14 5.27
H -5.41 0.58 4.43
H -0.83 -5.36 2.17
H -0.49 -6.31 0.73
H -3.15 -4.91 1.31
H -2.85 -6.65 1.50
H -2.81 -5.90 -0.11
C 3.53 -3.43 0.36
C 2.61 -2.84 1.23
N 3.06 -1.67 1.67
N 4.27 -1.48 1.11
C 4.57 -2.53 0.32
B 5.08 -0.14 1.10
N 4.85 0.55 -0.27
C 5.71 0.52 -1.31
C 5.06 1.06 -2.40
C 3.79 1.39 -1.91
N 3.67 1.08 -0.63
N 4.73 0.77 2.29
C 5.61 1.21 3.21
C 4.96 2.09 4.04
C 3.65 2.12 3.53
N 3.52 1.33 2.48
H 3.43 -4.36 -0.17
H 1.63 -3.20 1.52
H 5.49 -2.53 -0.24
H 6.26 -0.42 1.17
H 6.70 0.13 -1.20
H 5.45 1.20 -3.40
H 2.94 1.81 -2.43
H 6.63 0.86 3.21
H 5.36 2.62 4.89
H 2.79 2.67 3.89
I 2.03 -1.32 4.13
I 0.87 -1.39 6.61
*
```

Summary:
* energy: -79981.054 eV
* relative energy (zero: lowest compared OMol25 entry of this formula, charge and spin): 0.0 kJ/mol
* Kohn-Sham gap: 4.559 eV

These are the Löwdin partial charges, in e, on atoms 1 to 8:
1 Rb 0.73
2 C -0.09
3 C -0.20
4 C -0.15
5 C -0.16
6 C -0.21
7 C -0.10
8 C -0.28

=====

Question: What is the energy in the second record?
Answer: -240233.641 eV

=====

Question: The lowest relative energy (zero: lowest compared OMol25 entry of this formula, charge and spin) belongs to which entry?
Answer: C45H54BI2N10Rb

=====

Question: Number 4 is which compound?
Answer: C45H54BI2N10Rb

=====

Question: Number 4 is which compound?
Answer: C45H54BI2N10Rb